#w
Density functional theory data (the ωB97M-V functional and the def2-TZVPD basis) for C6H8N2 in the gas phase.

Structure (XYZ):
```
16
Properties=species:S:1:pos:R:3:lowdin_charge:R:1
C 1.3835 -2.0235 -1.3386 0.00
C 0.8165 -1.0786 -0.6412 -0.08
C 0.0664 -0.3814 0.2009 -0.32
C -0.5552 -0.9833 1.4257 -0.02
N -0.0868 0.9454 -0.1511 -0.09
C -0.9249 1.9645 0.4474 -0.04
C 0.5438 1.2884 -1.4202 -0.22
N 1.0440 1.8526 -2.3081 0.15
H 1.3177 -3.0624 -1.0323 0.05
H 1.9767 -1.7855 -2.2148 0.05
H 0.1987 -1.5398 1.9913 0.09
H -0.9987 -0.2575 2.1071 0.06
H -1.3429 -1.6863 1.1312 0.09
H -0.3245 2.8584 0.6444 0.10
H -1.7393 2.2442 -0.2300 0.09
H -1.3749 1.6449 1.3882 0.08
```

Values from the calculation:
Spin multiplicity: 1
HOMO-LUMO gap (alpha / beta) (eV): 6.990 / 7.799
Highest occupied orbital energy (alpha / beta) (eV): -6.9 / -7.8
LUMO level (alpha / beta) (eV): 0.10 / 0.00

---

#x
Density functional theory data (the ωB97M-V functional and the def2-TZVPD basis) for C6H8N2 in the gas phase.

Structure (XYZ):
```
16
Properties=species:S:1:pos:R:3:lowdin_charge:R:1
C 0.9035 -1.8894 -0.0513 -0.06
C -0.8319 0.7811 0.3906 -0.22
C -0.4652 -1.2684 -0.0984 -0.40
N -0.2830 1.0071 1.5946 0.07
C -0.4706 0.2528 -0.8110 -0.13
N -1.5073 -1.9927 -0.0009 0.14
C 0.2646 1.8285 -0.7364 -0.13
C 0.9484 2.7590 -1.0784 0.09
H -0.5816 0.4156 2.3578 0.10
H 0.0216 1.9650 1.7626 0.11
H -2.3638 -1.4399 0.0473 0.06
H -0.9392 0.1625 -1.7786 0.12
H 1.4035 -1.7292 0.9052 0.08
H 1.5408 -1.4677 -0.8325 0.08
H 0.8389 -2.9640 -0.2294 0.07
H 1.5211 3.5797 -1.4411 0.02
```

Values from the calculation:
Spin multiplicity: 1
HOMO-LUMO gap (alpha / beta) (eV): 6.449 / 6.702
Highest occupied orbital energy (alpha / beta) (eV): -6.2 / -6.6
LUMO level (alpha / beta) (eV): 0.27 / 0.11

---

Least stable of them? #x.

---

#w
Density functional theory data (the ωB97M-V functional and the def2-TZVPD basis) for a 2-piece molecular cluster, C2H3O3 overall.

Structure (XYZ):
```
8
Properties=species:S:1:pos:R:3:lowdin_charge:R:1
O -2.0827 0.5331 1.4023 -0.04
C -1.0078 0.9664 1.1050 -0.16
H -0.3794 1.5153 1.8451 0.07
H -0.5465 0.7937 0.1316 0.04
O 0.0051 -0.5814 -1.7868 -0.14
C 1.0065 -0.9297 -1.1309 -0.69
O 1.4261 -0.4820 -0.0417 -0.16
H 1.5786 -1.8153 -1.5246 0.08
```

Values from the calculation:
Spin multiplicity: 1
HOMO-LUMO gap (eV): 8.428
Highest occupied orbital energy (eV): -4.1
LUMO level (eV): 4.30
Net charge: -1

---

#x
Density functional theory data (the ωB97M-V functional and the def2-TZVPD basis) for C2H3O3 as an isolated structure.

Structure (XYZ):
```
8
Properties=species:S:1:pos:R:3:lowdin_charge:R:1
C -1.3424 0.0365 0.5523 -0.59
C 1.1186 0.0827 -0.4342 -0.41
O -1.3834 -1.1687 0.6700 -0.02
O -2.1119 0.9610 0.6895 0.01
O 1.7222 1.1566 -0.1303 -0.21
H -0.0783 0.2105 -0.0392 0.03
H 1.3448 -1.0563 0.1287 0.13
H 0.7302 -0.2224 -1.4367 0.06
```

Values from the calculation:
Spin multiplicity: 1
HOMO-LUMO gap (alpha / beta) (eV): 8.104 / 8.104
Highest occupied orbital energy (alpha / beta) (eV): -4.0 / -3.9
LUMO level (alpha / beta) (eV): 4.15 / 4.15
Net charge: -1

---

Least stable of them? #x.